Here is the molecule C5H7NO from the Open Molecules 2025 dataset. Energies are from ωB97M-V/def2-TZVPD.

The geometry in XYZ format:
```
14
Properties=species:S:1:pos:R:3:forces:R:3
N -1.22419 0.17754 2.33440 0.2 0.2 -0.2
C -0.79414 0.38969 1.16260 -0.3 -0.2 0.1
O 0.15026 1.29364 0.77415 -0.2 -0.1 0.0
C 0.29929 1.08439 -0.63276 0.1 0.1 -0.3
C 0.95795 -0.27298 -0.88996 -0.1 0.1 0.0
C -0.16170 -1.26451 -0.48609 -0.2 -0.1 0.0
C -1.31146 -0.46158 0.07180 0.1 -0.4 0.4
H -0.67596 0.67712 3.03462 0.0 0.0 0.0
H 0.76056 1.96224 -1.07497 0.2 0.0 0.1
H 1.88912 -0.38512 -0.32062 -0.2 0.1 -0.1
H 1.20377 -0.37785 -1.95232 -0.1 0.0 0.2
H 0.12013 -1.93415 0.34189 0.1 0.0 -0.1
H -0.47796 -1.89484 -1.32225 0.0 0.1 0.2
H -0.73568 1.00639 -1.04047 0.2 0.3 -0.3
```
Forces are in eV/Å.

The calculated total energy is -324.55803 Ha. The calculation puts the highest occupied orbital energy (alpha / beta) at -0.3221 / -0.3222 Eh. The LUMO energy (alpha / beta) comes out at -0.629 / -0.631 eV. As for the energy above the lowest of the compared OMol25 structures with the same formula, charge and spin: 4.5289 eV.

Here is a cluster of 4 separate species, C11H21Br2Cl3O2 in total at a distorted geometry from the Open Molecules 2025 dataset. Energies are from ωB97M-V/def2-TZVPD.

The geometry in XYZ format:
```
39
Properties=species:S:1:pos:R:3:forces:R:3
C 0.75623 15.07008 -20.78632 0.3 -0.5 -0.5
Cl 1.36565 13.75484 -19.79294 0.3 -0.3 0.1
Cl 1.33644 16.60057 -20.15246 -0.4 0.3 -0.1
Cl -0.98490 14.86262 -20.92900 -0.2 0.5 -0.1
H 1.14461 14.97294 -21.80013 0.1 0.0 0.3
C 1.02283 15.79390 -15.48492 -0.3 -1.6 1.6
C 1.70851 15.74918 -16.79380 -1.2 1.1 -1.5
C 2.63701 16.97520 -16.69261 0.5 -1.7 -1.1
O 3.11750 16.82092 -15.39847 0.5 1.4 1.5
C 2.06493 16.39282 -14.53292 -0.4 -0.9 -0.4
H 0.81714 14.79050 -15.11210 -0.2 -0.2 -0.1
H 0.04786 16.27690 -15.55011 0.3 0.5 0.2
H 0.91179 15.87199 -17.52747 0.4 -0.1 -0.5
H 2.21803 14.80572 -16.98970 0.3 0.3 0.1
H 2.25477 17.97468 -16.90007 -0.6 -0.1 0.0
H 3.46617 16.78285 -17.37349 0.3 0.4 0.0
H 1.50661 17.07093 -13.88753 0.9 1.0 0.0
H 2.56880 15.63948 -13.92739 -0.5 0.0 0.3
C -3.21665 14.34663 -18.08501 1.4 -1.4 -0.9
C -4.55161 14.91431 -17.75081 -1.7 0.3 1.0
C -4.23798 16.04579 -16.76886 0.4 -0.3 -0.8
O -2.98235 16.47413 -17.32045 -0.5 2.1 1.4
C -2.17599 15.39895 -17.67124 -0.5 -0.3 -0.6
H -3.10918 14.11781 -19.14529 -0.1 0.3 -0.2
H -3.04939 13.35722 -17.65933 0.0 0.1 0.5
H -5.15333 14.12703 -17.29670 -0.4 0.2 -0.1
H -5.12098 15.38450 -18.55260 0.3 -0.4 -0.4
H -4.27203 15.69661 -15.73687 1.0 -0.2 0.3
H -4.91478 16.89990 -16.74565 0.0 0.0 -0.6
H -1.47783 15.18627 -16.86163 -0.1 -0.6 0.1
H -1.60167 15.67744 -18.55481 0.1 0.2 0.3
Br 7.87895 15.02883 -16.47194 -0.6 -1.0 0.7
C 6.57747 13.78002 -15.55349 -0.2 0.4 -0.4
C 5.34183 14.63141 -15.26131 0.9 -0.4 -0.3
Br 3.96115 13.33920 -14.69151 0.3 0.6 0.0
H 6.99152 13.32476 -14.65382 0.4 0.6 0.0
H 6.35408 12.93761 -16.20811 0.1 0.4 -0.4
H 5.02118 15.18825 -16.14176 -0.3 -0.5 0.1
H 5.59164 15.38947 -14.51899 -0.5 -0.4 0.3
```
Forces are in eV/Å.

The calculated total energy is -7110.73157 Ha. The calculation puts the highest occupied orbital energy at -0.3552 Eh. As for the SMILES: ClC(Cl)Cl.C1CCOC1.C1CCOC1.BrCCBr. The LUMO energy comes out at 0.442 eV.

Here is a cluster of 2 separate species, C11H15NS in total at a distorted geometry from the Open Molecules 2025 dataset. Energies are from ωB97M-V/def2-TZVPD.

The geometry in XYZ format:
```
28
Properties=species:S:1:pos:R:3:forces:R:3
C 0.05460 2.01246 -2.32937 -0.6 -0.6 -0.5
C -0.71555 0.79396 -0.15485 -0.3 0.6 0.1
C 0.25684 1.43670 -0.97740 -0.1 0.6 -0.3
C 1.19624 0.76874 0.97102 -0.1 0.7 0.0
C 1.43056 1.50281 -0.22022 0.5 -0.9 0.5
C 2.15809 0.57220 1.91354 0.4 -0.8 0.2
C 2.72465 2.03009 -0.42856 -0.3 0.3 -0.4
C 3.44724 1.07364 1.65040 -0.5 0.4 0.1
C 3.70952 1.84391 0.50997 -0.2 -0.2 0.4
N -0.17406 0.43860 1.00534 0.7 -1.2 -0.1
H -1.79050 0.75235 -0.26350 0.1 -0.5 -0.5
H -0.45926 -0.42772 1.45792 -0.4 0.5 0.3
H -0.06466 3.09305 -2.25098 0.3 0.1 -0.2
H -0.83967 1.62148 -2.82671 -0.1 0.1 0.4
H 1.98436 -0.04251 2.79664 0.0 0.3 -0.1
H 2.91978 2.61031 -1.31483 0.1 0.1 -0.2
H 4.20732 0.91750 2.40172 0.1 0.0 -0.1
H 4.66235 2.33060 0.39793 0.2 -0.1 -0.1
H 0.84477 1.70770 -3.02312 0.3 0.5 0.3
C -2.87732 -3.03945 -1.70023 -0.9 0.1 0.7
C -3.63545 -1.99790 0.79815 -0.5 0.6 0.3
S -2.19341 -2.60426 -0.07452 0.3 0.1 -0.1
H -3.11380 -4.09291 -1.64981 0.4 -0.3 -0.5
H -3.85499 -2.57264 -1.82673 0.2 0.4 0.0
H -2.22781 -2.72392 -2.50790 0.2 -0.3 0.0
H -4.09810 -1.18320 0.23419 0.0 0.0 0.1
H -3.28975 -1.58786 1.75307 0.0 0.0 -0.1
H -4.42527 -2.70935 1.05042 0.3 -0.3 -0.3
```
Forces are in eV/Å.

Its net charge is +1. The calculated total energy is -880.81515 Ha. Its spin multiplicity is 2. The calculation puts the highest occupied orbital energy (alpha / beta) at -0.4228 / -0.4222 Eh. The LUMO energy (alpha / beta) comes out at -3.604 / -6.766 eV. As for the energy above the lowest of the compared OMol25 structures with the same formula, charge and spin: 0.0000 eV. As for the expectation value of S²: 0.776.

Here is a structure of composition C20H22Br2N2O2 at a distorted geometry from the Open Molecules 2025 dataset. Energies are from ωB97M-V/def2-TZVPD.

The geometry in XYZ format:
```
48
Properties=species:S:1:pos:R:3:forces:R:3
O 2.92268 1.24780 0.20884 -1.2 4.0 -1.2
H 2.80836 2.28989 0.04632 0.3 -3.3 0.7
C 2.67466 0.61872 -1.04836 10.9 1.8 3.1
C 3.98290 1.08279 -2.03776 2.3 -10.2 1.2
N 4.17283 0.55864 -3.48956 14.1 -1.4 11.1
H 3.44356 0.51207 -3.90061 -12.0 -1.3 -6.7
C 4.89883 -0.94737 -3.32985 -6.9 1.4 -5.5
C 3.56510 -2.10007 -3.62445 4.3 0.1 4.4
H 2.88503 -1.84992 -4.40690 -0.7 0.6 -0.1
C 4.30905 -3.38165 -3.82176 -9.9 -4.2 -3.5
H 4.06484 -3.94390 -4.79834 1.1 1.6 0.6
C 3.61606 -4.52303 -2.90821 10.3 13.3 6.3
H 4.38446 -5.02134 -2.61762 4.2 -4.4 1.6
C 3.26542 -3.48644 -1.60961 7.7 1.3 -4.6
H 2.44389 -3.75834 -1.15013 -3.6 -1.4 3.2
O 2.99490 -2.30237 -2.27748 -2.4 2.7 -2.1
H 4.29855 -3.07451 -1.04624 -2.6 -2.5 -0.3
H 2.86748 -4.84075 -3.18038 -13.3 -6.3 -5.3
H 5.22222 -3.36608 -3.61636 7.8 0.3 1.5
H 5.34266 -1.20735 -2.40083 0.6 0.2 0.4
H 5.30472 -1.03632 -4.36579 1.1 0.0 1.5
H 5.03066 0.69792 -1.37252 -3.3 1.7 -2.0
H 3.87077 2.00293 -2.13530 -0.5 8.6 -0.3
C 1.58095 0.73363 -1.70323 -12.4 6.8 -5.6
N 0.14326 0.65744 -1.05487 5.4 9.2 -2.0
C -0.28299 -0.36572 -0.44375 0.4 -7.7 -2.0
C 0.10347 -1.57286 -0.95251 -4.1 -5.3 2.7
C -0.90196 -2.79912 -0.28046 8.5 4.1 -6.5
C -1.58847 -2.44343 0.68926 -5.0 1.8 4.8
C -1.90113 -1.07017 1.14156 -1.0 -6.4 1.1
C -1.28679 -0.16979 0.50340 2.8 6.8 -1.6
C -1.17458 1.33005 0.56536 -5.2 0.2 5.6
C -1.86510 2.17874 1.55942 5.0 2.0 -5.6
C -1.44693 3.61183 1.36466 -3.5 -4.5 2.9
C -0.49321 4.04517 0.52810 -3.4 -1.7 2.7
C 0.01857 3.03610 -0.14778 9.5 8.3 -5.5
C -0.25854 1.83641 -0.32212 -2.7 -9.0 0.1
H 1.02755 3.50708 -0.71149 -2.4 -1.6 0.7
H -0.35900 5.03274 0.55215 1.6 3.6 -0.6
Br -2.41656 4.58914 2.60729 -0.3 1.7 0.6
H -2.49972 1.92223 2.34179 -1.0 -0.7 0.9
H -2.51947 -1.07329 1.98383 -1.0 0.8 0.9
Br -2.64119 -3.86718 1.36732 -0.7 -0.4 1.0
H -0.49802 -3.67226 -0.66417 -0.4 -2.0 -0.2
H 0.72623 -2.06039 -1.72756 -0.1 1.5 0.5
H 1.28234 0.24191 -2.57016 1.2 -1.7 -1.6
H 1.52085 1.96076 -2.24217 0.0 -3.1 1.7
H 2.94906 -0.29992 -0.84993 0.9 -5.1 1.1
```
Forces are in eV/Å.

The calculated total energy is -6182.67267 Ha. The calculation puts the highest occupied orbital energy at -0.2854 Eh. The LUMO energy comes out at 0.100 eV. As for the energy above the lowest of the compared OMol25 structures with the same formula, charge and spin: 18.7474 eV.

Here is a cluster of 7 separate species, C12H38O7 in total at a distorted geometry from the Open Molecules 2025 dataset. Energies are from ωB97M-V/def2-TZVPD.

The geometry in XYZ format:
```
57
Properties=species:S:1:pos:R:3:forces:R:3
C -3.13747 1.94962 -2.05186 -0.8 -0.2 1.8
C -3.29798 0.45364 -2.24779 2.8 1.0 0.3
O -3.60196 0.19825 -3.56865 -3.0 -2.2 -0.7
H -2.56284 1.99396 -1.11529 0.0 0.8 -0.4
H -4.07880 2.53577 -1.91515 0.4 -0.8 -0.1
H -2.64091 2.40863 -2.87912 0.7 0.1 -0.4
H -3.95159 0.01058 -1.54308 -1.1 -0.3 0.7
H -2.32484 -0.07832 -2.06450 -0.3 0.7 0.3
H -4.34901 -0.44989 -3.42036 1.2 0.9 -1.5
C 0.57641 -2.35740 5.18723 0.7 1.4 -1.3
C 0.51076 -1.98043 3.66502 -2.2 -1.1 1.9
O 1.75785 -1.84448 3.19032 2.7 0.5 -0.9
H 0.92574 -1.46527 5.73144 -0.9 -0.1 0.1
H 1.36006 -3.05022 5.42965 0.4 -0.7 -0.5
H -0.34807 -2.79893 5.48246 -0.8 0.2 0.7
H -0.06220 -1.03508 3.50624 -0.1 -0.6 0.3
H 0.04578 -2.81286 3.10229 -0.5 0.4 0.4
H 1.66981 -2.04595 2.26124 0.5 0.0 -0.7
C 0.03107 4.13059 -0.96056 1.9 -1.5 0.9
C 0.64628 3.05696 -1.80279 1.1 -0.4 0.1
O -0.08249 1.84344 -1.64347 -0.9 -0.6 -2.3
H -0.91176 4.35707 -1.30733 -2.2 0.5 -0.6
H 0.66743 4.96175 -1.07028 0.6 1.4 0.2
H 0.02728 3.80646 0.08526 -0.2 0.2 -0.1
H 1.62943 2.72353 -1.47728 0.5 0.9 0.4
H 0.83931 3.44948 -2.82668 -0.8 -0.7 0.2
H -0.16171 1.43994 -2.54578 -0.1 0.3 1.4
C 2.30496 -0.02325 -1.67105 1.6 -2.5 2.8
C 1.67420 -1.10659 -2.48310 -2.0 -1.6 1.9
O 2.26188 -1.31813 -3.70457 0.1 -1.5 -0.7
H 1.81532 0.14230 -0.66718 0.4 -0.2 -1.2
H 2.31728 0.86302 -2.21012 0.1 1.8 -1.0
H 3.36708 -0.35874 -1.43480 -1.1 0.7 -0.2
H 0.64533 -0.85133 -2.61875 -1.2 0.6 -0.4
H 1.51749 -2.09615 -1.96203 1.0 0.9 -0.2
H 2.70219 -0.51736 -3.85294 1.3 1.6 -1.1
C -0.84782 -2.35605 -0.31725 0.7 -0.7 0.3
C -0.24911 -3.67462 0.05468 1.8 0.1 -4.4
O 0.93046 -3.40260 0.72721 1.7 -0.1 1.7
H -1.57224 -2.46437 -1.05197 -1.4 -0.2 -1.6
H -0.12425 -1.62990 -0.60098 0.9 0.1 -0.7
H -1.26923 -1.87268 0.47643 -1.5 1.0 2.5
H 0.09950 -4.09105 -0.96883 -0.8 0.0 1.3
H -0.89368 -4.39492 0.48034 -0.8 -0.6 0.9
H 1.60073 -4.10228 0.63378 -0.7 0.3 0.0
C -1.77440 1.08903 1.70517 -0.4 -0.1 -0.9
O -0.68663 0.45080 1.05998 -0.4 0.2 -0.3
H -1.81779 0.62701 2.66756 -0.1 0.1 0.8
H -2.74843 0.93197 1.23095 0.0 -0.5 -0.3
H -1.73135 2.17530 1.73740 0.6 0.2 0.4
H -0.60256 0.74794 0.14219 -0.1 0.2 0.1
C 2.00692 1.24992 1.79084 -0.4 1.6 -1.9
O 3.25480 0.85711 1.33183 1.8 -0.6 -0.5
H 2.12480 2.07733 2.44453 -0.2 0.7 1.2
H 1.45497 0.45411 2.21624 -0.2 -0.8 0.4
H 1.46411 1.65412 0.91197 -0.3 -0.3 0.5
H 3.59991 1.53926 0.73126 -0.2 -0.4 0.5
```
Forces are in eV/Å.

The calculated total energy is -1006.50008 Ha. The calculation puts the highest occupied orbital energy at -0.3477 Eh. As for the SMILES: CCO.CCO.CCO.CCO.CCO.CO.CO. The LUMO energy comes out at 0.506 eV. As for the energy above the lowest of the compared OMol25 structures with the same formula, charge and spin: 4.9354 eV.

Here is a cluster of 2 separate species, C4H12 in total from the Open Molecules 2025 dataset. Energies are from ωB97M-V/def2-TZVPD.

The geometry in XYZ format:
```
16
Properties=species:S:1:pos:R:3:forces:R:3
C -0.44613 0.09101 -1.83826 -0.2 0.6 0.7
C -1.79949 0.77563 -1.59186 0.0 -0.6 -0.2
H -0.18211 -0.08655 -2.87535 -0.2 -0.1 -0.2
H 0.34688 0.70177 -1.41281 0.2 0.0 0.1
H -0.45933 -0.83546 -1.27381 0.2 -0.3 -0.2
H -2.07579 0.65959 -0.54584 0.0 0.1 0.2
H -2.58339 0.26053 -2.15313 0.0 0.2 -0.1
H -1.81855 1.83615 -1.81578 0.1 0.1 -0.2
C 0.56918 -0.95054 1.76643 0.5 0.0 0.0
C 1.66752 0.09488 1.57370 0.0 -0.1 0.6
H -0.30438 -0.68363 1.17758 -0.1 -0.2 0.0
H 0.92991 -1.94394 1.47793 -0.2 0.1 -0.1
H 0.28544 -1.01731 2.81577 -0.1 0.0 0.0
H 1.92405 0.23477 0.52467 0.0 0.1 0.1
H 2.56776 -0.17088 2.12741 0.2 -0.3 -0.2
H 1.37842 1.03400 2.04335 -0.2 0.2 -0.4
```
Forces are in eV/Å.

The calculated total energy is -159.58174 Ha. The calculation puts the highest occupied orbital energy at -0.4350 Eh. As for the SMILES: CC.CC. The LUMO energy comes out at 1.180 eV. As for the energy above the lowest of the compared OMol25 structures with the same formula, charge and spin: 0.0880 eV.

Repeat the first record exactly.
Here is the molecule C5H7NO from the Open Molecules 2025 dataset. Energies are from ωB97M-V/def2-TZVPD.

The geometry in XYZ format:
```
14
Properties=species:S:1:pos:R:3:forces:R:3
N -1.22419 0.17754 2.33440 0.2 0.2 -0.2
C -0.79414 0.38969 1.16260 -0.3 -0.2 0.1
O 0.15026 1.29364 0.77415 -0.2 -0.1 0.0
C 0.29929 1.08439 -0.63276 0.1 0.1 -0.3
C 0.95795 -0.27298 -0.88996 -0.1 0.1 0.0
C -0.16170 -1.26451 -0.48609 -0.2 -0.1 0.0
C -1.31146 -0.46158 0.07180 0.1 -0.4 0.4
H -0.67596 0.67712 3.03462 0.0 0.0 0.0
H 0.76056 1.96224 -1.07497 0.2 0.0 0.1
H 1.88912 -0.38512 -0.32062 -0.2 0.1 -0.1
H 1.20377 -0.37785 -1.95232 -0.1 0.0 0.2
H 0.12013 -1.93415 0.34189 0.1 0.0 -0.1
H -0.47796 -1.89484 -1.32225 0.0 0.1 0.2
H -0.73568 1.00639 -1.04047 0.2 0.3 -0.3
```
Forces are in eV/Å.

The calculated total energy is -324.55803 Ha. The calculation puts the highest occupied orbital energy (alpha / beta) at -0.3221 / -0.3222 Eh. The LUMO energy (alpha / beta) comes out at -0.629 / -0.631 eV. As for the energy above the lowest of the compared OMol25 structures with the same formula, charge and spin: 4.5289 eV.

The lowest calculated total energy belongs to which entry? C11H21Br2Cl3O2

Which value of calculated total energy does entry 3 give? -880.81515 Ha

Look up the calculated total energy of the third one. -880.81515 Ha